(1)
Density functional theory data (the ωB97M-V functional and the def2-TZVPD basis) for a 2-piece molecular cluster, HN3O4 overall.

Structure (ORCA input):
```
! wB97M-V def2-TZVPD RIJCOSX def2/J DEFGRID3
* xyz 0 1
O -1.68827 1.12865 0.99108
N -1.21740 0.26133 0.32613
O -1.06265 -0.88615 0.54515
O -0.77102 0.65718 -0.97712
H -0.82259 -0.18943 -1.60021
N 1.13281 -0.66085 -0.57043
N 1.82637 -0.32694 0.22512
O 2.60277 0.01622 1.06029
*
```

The SMILES is O=[N+]([O-])O.N#[N+][O-].

These are the Mulliken partial charges, in e, on atoms 1 to 5:
1 O -0.529
2 N 1.001
3 O -0.455
4 O -0.440
5 H 0.430

(2)
Density functional theory data (the ωB97M-V functional and the def2-TZVPD basis) for a 10-piece molecular cluster, C42H88N7O17 overall.

Structure (ORCA input):
```
! wB97M-V def2-TZVPD RIJCOSX def2/J DEFGRID3
* xyz -1 1
C -22.58797 -6.11967 23.63341
C -22.12260 -5.49993 22.35243
O -22.06809 -4.27728 22.34207
O -21.69261 -6.17429 21.38544
H -23.53466 -6.59958 23.38528
H -22.72497 -5.39078 24.43220
H -21.89144 -6.88285 23.98055
C -26.03834 -3.05533 17.04985
C -24.56861 -3.54541 17.04052
C -24.32691 -4.97492 16.63046
O -22.98053 -5.30485 16.56881
C -22.77583 -6.67323 16.32979
N -23.62399 -2.68456 16.28624
H -26.19161 -2.01696 16.75592
H -26.54210 -3.18681 18.00748
H -26.67752 -3.65242 16.39944
H -24.22796 -3.44453 18.07100
H -24.60742 -5.09210 15.58371
H -24.90292 -5.67522 17.23536
H -21.70915 -6.62324 16.11113
H -23.24664 -7.04931 15.42150
H -22.96626 -7.26283 17.22657
H -23.97394 -2.67093 15.33890
H -23.76440 -1.74119 16.61856
C -25.26851 0.25029 25.04154
C -25.31973 0.30097 23.48274
C -24.10147 1.06720 22.91944
O -24.02285 2.48069 23.17470
C -22.93333 3.02835 22.51890
N -25.35138 -1.06219 23.12643
H -26.20902 -0.24515 25.28252
H -25.22370 1.27584 25.40807
H -24.40814 -0.31336 25.40230
H -26.19400 0.91525 23.26729
H -24.23886 1.00654 21.83984
H -23.16039 0.59053 23.19378
H -23.13502 3.22680 21.46627
H -21.95831 2.54658 22.59198
H -22.74621 3.97951 23.01727
H -25.32198 -1.11151 22.11806
H -24.44930 -1.43294 23.38891
C -13.09063 0.03309 18.90611
C -14.26705 -0.84250 19.24089
C -15.24130 0.01810 20.16480
O -16.45807 -0.70559 20.41880
C -17.04370 -0.12312 21.59174
N -14.99197 -1.30265 18.09118
H -13.23774 0.85380 18.20406
H -12.27807 -0.51335 18.42731
H -12.68598 0.39061 19.85297
H -13.83924 -1.69681 19.76551
H -15.61826 0.85406 19.57559
H -14.67102 0.28308 21.05512
H -17.14003 0.96239 21.61362
H -16.50173 -0.45665 22.47668
H -18.07827 -0.41877 21.76594
H -14.33829 -1.75472 17.46795
H -15.17788 -0.47458 17.54361
C -26.12196 -9.77219 28.87147
C -25.06803 -9.21009 29.83597
C -25.07139 -7.66247 29.98852
O -24.94149 -7.08428 28.71004
C -25.09138 -5.70546 28.64565
N -25.20652 -9.87571 31.09139
H -25.93394 -9.26519 27.92506
H -27.12948 -9.54739 29.22143
H -26.04039 -10.85900 28.85465
H -24.06892 -9.40065 29.44410
H -24.16873 -7.44014 30.55761
H -25.91837 -7.22509 30.51711
H -24.32641 -5.19578 29.23144
H -26.04769 -5.59516 29.15693
H -25.05954 -5.22772 27.66644
H -25.08118 -10.87790 31.09251
H -24.38912 -9.52622 31.57079
C -15.50943 -8.69428 17.20486
C -16.32371 -7.60775 17.87438
C -15.71736 -7.20515 19.26151
O -16.56941 -6.27375 19.87347
C -16.67113 -6.33901 21.28133
N -16.32727 -6.41378 17.06930
H -14.48491 -8.49449 16.89094
H -16.12993 -9.09630 16.40394
H -15.35679 -9.50956 17.91205
H -17.37182 -7.90634 17.89469
H -14.68979 -6.92197 19.03345
H -15.66171 -8.16799 19.76941
H -15.66562 -6.21097 21.68214
H -17.19087 -7.19515 21.71144
H -17.25905 -5.42994 21.40795
H -16.75653 -6.57320 16.16906
H -15.34513 -6.26913 16.88340
C -18.17901 -4.98044 29.50927
C -19.42217 -4.76485 28.61649
C -19.04081 -4.02502 27.31383
O -18.29889 -2.78750 27.44766
C -19.01496 -1.69525 28.09352
N -20.02104 -5.97817 28.31308
H -17.55415 -4.11425 29.29163
H -17.58422 -5.80641 29.11928
H -18.31068 -5.08167 30.58654
H -20.03184 -4.04414 29.16147
H -19.92561 -3.68363 26.77655
H -18.53342 -4.72068 26.64547
H -18.26096 -1.03197 28.51736
H -19.65086 -1.94613 28.94251
H -19.42882 -1.17384 27.23041
H -20.95809 -5.77974 27.99266
H -20.02572 -6.46666 29.19708
C -23.02480 -11.52400 21.65854
C -21.70765 -12.14731 21.14162
C -21.93408 -12.89852 19.81185
O -22.60701 -14.05897 20.22484
C -22.90166 -14.89358 19.15195
N -20.87119 -10.99579 20.84864
H -23.36080 -10.76370 20.95345
H -22.95175 -11.17449 22.68840
H -23.78545 -12.30286 21.71224
H -21.09294 -12.76966 21.79194
H -20.92306 -13.12362 19.47233
H -22.38645 -12.36051 18.97878
H -23.58989 -15.66487 19.49773
H -22.00359 -15.44194 18.86756
H -23.34732 -14.45796 18.25768
H -21.37859 -10.12261 20.83459
H -20.39215 -10.85684 21.72689
C -27.64835 -8.71573 21.27376
C -28.02020 -9.86375 21.95228
C -28.46833 -9.84002 23.40388
O -28.82329 -10.85428 23.98544
C -28.43291 -8.44488 23.95863
C -28.00550 -7.37036 23.28523
C -27.57813 -7.37199 21.88845
O -27.26110 -6.45757 21.24967
O -27.93429 -6.14696 23.95601
O -28.28241 -11.03203 21.27368
H -27.37987 -8.72700 20.22772
H -28.58221 -8.31028 25.01975
H -27.56662 -5.40882 23.46450
H -28.55286 -11.72543 21.88002
C -15.40590 -11.54573 28.35258
C -14.39700 -11.82558 27.51022
C -14.28252 -11.37618 26.19429
O -13.32894 -11.69147 25.51081
C -15.41581 -10.48445 25.77227
C -16.49728 -10.24449 26.53608
C -16.56718 -10.75396 27.90841
O -17.44239 -10.59666 28.70663
O -17.65687 -9.62690 26.10404
O -13.55270 -12.82790 27.81513
H -15.47652 -11.96673 29.34464
H -15.43288 -10.12534 24.75387
H -18.14914 -9.24296 26.83333
H -13.16335 -13.19717 27.01910
*
```

These are the Mulliken partial charges, in e, on atoms 1 to 5:
1 C -0.510
2 C 0.548
3 O -0.733
4 O -0.771
5 H 0.102

(3)
Density functional theory data (the ωB97M-V functional and the def2-TZVPD basis) for a single C18H16BrN3O4 molecule.

Structure (ORCA input):
```
! wB97M-V def2-TZVPD RIJCOSX def2/J DEFGRID3
* xyz 0 1
C 5.69668 2.51368 -0.44096
C 4.59752 3.19872 0.35807
O 3.63269 2.25926 0.83078
C 2.68216 1.88126 -0.02709
O 2.56747 2.29215 -1.15568
C 1.76046 0.89178 0.58695
C 2.00529 0.52496 1.92140
N 2.19331 0.22320 3.01356
C 0.74743 0.39673 -0.16855
C -0.25188 -0.53484 0.22807
C -0.56471 -1.00496 1.50323
N -1.64444 -1.78407 1.38219
C -2.35894 -2.48120 2.41852
C -2.67165 -1.57705 3.60910
C -3.48623 -0.36564 3.20633
O -3.97837 -0.17735 2.12998
O -3.59873 0.49300 4.22384
N -2.06419 -1.87145 0.12450
C -1.24770 -1.13454 -0.60555
C -1.42067 -1.02427 -2.04711
C -2.70787 -0.95763 -2.57892
C -2.89385 -0.85222 -3.94395
C -1.80605 -0.81931 -4.80130
C -0.53255 -0.90546 -4.26609
Br 0.97385 -0.89877 -5.43561
C -0.32260 -1.00846 -2.90365
H 6.45067 3.24355 -0.72108
H 5.28131 2.07289 -1.34406
H 6.16127 1.73133 0.15459
H 4.99714 3.66615 1.26010
H 4.09022 3.94749 -0.25956
H 0.69065 0.77290 -1.18324
H -0.08475 -0.81673 2.44076
H -3.28271 -2.83465 1.95493
H -1.77286 -3.34235 2.75709
H -1.76246 -1.22659 4.09984
H -3.24622 -2.13449 4.35119
H -4.12634 1.26592 3.96737
H -3.54771 -0.98488 -1.90324
H -3.89186 -0.79487 -4.35121
H -1.94316 -0.73671 -5.86837
H 0.68036 -1.10648 -2.51716
*
```

The SMILES is CCOC(=O)/C(C#N)=C/c1cn(CCC(=O)O)nc1-c1cccc(Br)c1.

These are the Mulliken partial charges, in e, on atoms 1 to 5:
1 C -1.098
2 C -0.248
3 O -0.342
4 C 0.684
5 O -0.636

(4)
Density functional theory data (the ωB97M-V functional and the def2-TZVPD basis) for a single C6H10 molecule.

Structure (ORCA input):
```
! wB97M-V def2-TZVPD RIJCOSX def2/J DEFGRID3
* xyz 0 1
C 2.63287 -0.01693 -0.10312
C 1.44643 0.44154 -0.79307
C 0.26413 0.62807 -1.01170
C -0.63560 0.04485 0.07717
C -1.31648 -1.19533 -0.47112
C -1.52782 1.12961 0.63460
H 2.55416 -1.10564 0.02597
H 3.54301 0.22649 -0.64155
H 2.65673 0.44604 0.89304
H 0.00812 -0.29230 0.91167
H -1.92377 -0.93071 -1.33955
H -1.93945 -1.66640 0.29473
H -0.56166 -1.92436 -0.79293
H -2.20455 1.48819 -0.14366
H -2.09182 0.75793 1.49435
H -0.90429 1.96895 0.96518
*
```

The SMILES is CC#CC(C)C.

These are the Mulliken partial charges, in e, on atoms 1 to 5:
1 C -1.105
2 C 0.148
3 C -0.341
4 C 1.042
5 C -1.374

no.,gap between HOMO and LUMO (eV)
1,11.825
2,3.315
3,8.355
4,10.157